[1]
79
Properties=species:S:1:pos:R:3 method="wB97M-V/def2-TZVPD" fmax_ev_per_a=3.45 e_lumo_ev=-5.09 charge=+1 e_above_lowest_kcal_mol=12.8 homo_energy_ha=-0.4095
C 4.36 -1.42 2.53
C 2.87 -1.17 2.74
C 2.59 0.22 3.31
C 1.11 0.50 3.52
S 0.19 0.54 1.99
C -1.46 0.74 2.66
C -2.34 -0.49 2.46
C -3.74 -0.30 3.07
C -4.65 -1.50 2.84
H 4.57 -2.42 2.12
H 4.79 -0.69 1.84
H 4.91 -1.33 3.47
H 2.32 -1.30 1.79
H 2.45 -1.93 3.41
H 3.15 0.34 4.25
H 3.01 0.97 2.62
H 0.67 -0.26 4.16
H 0.96 1.46 4.02
H -1.39 0.98 3.73
H -1.92 1.61 2.19
H -2.43 -0.71 1.39
H -1.86 -1.37 2.89
H -3.64 -0.10 4.14
H -4.19 0.61 2.66
H -5.64 -1.36 3.28
H -4.79 -1.69 1.77
H -4.23 -2.41 3.27
C -4.80 8.22 3.91
N -4.42 7.02 3.17
C -5.37 6.14 2.69
O -6.57 6.23 2.81
C -4.61 5.04 1.97
C -4.99 4.97 0.48
C -6.44 4.68 0.23
C -7.25 5.60 -0.42
C -8.59 5.35 -0.61
C -9.15 4.18 -0.16
C -8.36 3.24 0.48
C -7.01 3.49 0.66
N -3.15 5.32 2.17
C -2.13 4.53 1.71
C -0.80 4.82 1.93
C 0.28 4.11 1.46
C 1.64 4.45 1.74
C 1.98 5.60 2.48
C 3.30 5.90 2.74
N 3.61 7.10 3.51
O 4.81 7.38 3.72
O 2.67 7.80 3.93
C 4.31 5.08 2.28
C 4.00 3.95 1.55
C 2.69 3.64 1.28
C -3.01 6.60 2.95
C -2.30 7.66 2.13
C -2.38 6.33 4.32
H -5.88 8.32 3.92
H -4.43 8.16 4.93
H -4.37 9.10 3.43
H -4.84 4.08 2.46
H -4.73 5.93 0.02
H -4.37 4.22 -0.02
H -6.81 6.52 -0.77
H -9.21 6.08 -1.11
H -10.21 4.00 -0.28
H -8.80 2.33 0.84
H -6.39 2.76 1.15
H -2.39 3.65 1.15
H -0.59 5.68 2.53
H 0.11 3.24 0.85
H 1.23 6.27 2.85
H 5.33 5.35 2.50
H 4.80 3.31 1.19
H 2.45 2.75 0.72
H -2.86 7.86 1.22
H -2.22 8.60 2.69
H -1.30 7.36 1.84
H -3.01 5.63 4.87
H -1.39 5.89 4.25
H -2.31 7.25 4.90

[2]
98
Properties=species:S:1:pos:R:3 method="wB97M-V/def2-TZVPD" fmax_ev_per_a=2.09 e_lumo_ev=1.45 charge=-1 homo_energy_ha=-0.1741
C -0.87 -3.64 -1.96
O -0.82 -3.42 -3.37
C 0.53 -3.46 -3.80
C 0.78 -4.25 -5.13
C -0.40 -5.15 -5.64
C 0.02 -6.67 -5.60
C -0.35 -7.48 -4.32
C -1.52 -6.93 -3.45
C -2.95 -7.10 -4.10
Al -4.15 -5.67 -3.21
C -4.22 -6.16 -1.19
O -2.92 -5.82 -0.60
N -2.74 -6.49 0.57
O -2.25 -7.56 0.39
C -6.09 -5.73 -3.88
Br -6.25 -5.32 -5.81
C -7.00 -4.75 -3.00
C -8.24 -4.19 -3.76
Br -6.01 -3.13 -2.36
H -0.34 -4.59 -1.69
H -0.44 -2.80 -1.37
H -1.94 -3.80 -1.70
H 0.85 -2.40 -3.98
H 1.22 -3.82 -2.99
H 1.01 -3.50 -5.92
H 1.72 -4.83 -5.01
H -1.39 -4.93 -5.19
H -0.52 -4.91 -6.73
H -0.42 -7.15 -6.51
H 1.12 -6.75 -5.74
H 0.55 -7.66 -3.68
H -0.66 -8.50 -4.65
H -1.38 -5.84 -3.25
H -1.56 -7.45 -2.47
H -3.33 -8.13 -3.86
H -2.93 -6.98 -5.21
H -3.40 -4.29 -3.48
H -4.48 -7.24 -1.04
H -5.05 -5.57 -0.73
H -6.54 -6.74 -3.70
H -7.34 -5.26 -2.08
H -7.90 -3.46 -4.52
H -8.88 -4.99 -4.19
H -8.86 -3.61 -3.03
C -1.18 1.58 1.89
C -0.12 1.03 0.90
C 0.26 1.90 -0.30
F -0.77 2.14 -1.12
F 1.20 1.27 -1.04
F -0.50 -0.20 0.51
F 1.03 0.86 1.63
O -2.53 1.12 1.79
C -3.44 1.74 0.92
C -3.93 0.79 -0.19
F -2.92 0.33 -0.93
F -4.78 1.44 -1.02
F -2.92 2.88 0.44
F -4.50 2.10 1.67
H -0.87 1.21 2.87
H -1.13 2.67 1.98
H 0.67 2.86 0.03
H -4.45 -0.07 0.25
C 4.30 1.95 1.92
C 3.96 3.39 2.37
C 5.08 4.43 2.41
F 6.07 4.12 3.26
F 4.59 5.63 2.82
F 3.34 3.33 3.57
F 3.03 3.86 1.49
O 4.51 0.95 2.92
C 5.77 0.77 3.52
C 5.74 1.06 5.02
F 5.36 2.32 5.29
F 6.98 0.91 5.55
F 6.71 1.47 2.86
F 6.09 -0.52 3.35
H 3.41 1.60 1.39
H 5.09 1.94 1.16
H 5.52 4.57 1.41
H 5.06 0.38 5.53
C 4.30 10.26 4.51
C 2.98 10.97 4.10
C 1.96 11.29 5.20
F 1.49 10.20 5.82
F 0.89 11.92 4.66
F 2.40 10.26 3.11
F 3.35 12.16 3.56
O 4.41 8.84 4.32
C 3.96 7.94 5.30
C 2.82 7.06 4.79
F 1.75 7.79 4.40
F 2.39 6.23 5.77
F 3.66 8.59 6.43
F 5.01 7.15 5.59
H 5.05 10.66 3.84
H 4.63 10.55 5.51
H 2.40 11.96 5.95
H 3.14 6.46 3.95

[3]
14
Properties=species:S:1:pos:R:3 method="wB97M-V/def2-TZVPD" fmax_ev_per_a=3.29 e_lumo_ev=0.62 e_above_lowest_kcal_mol=55.1 homo_energy_ha=-0.3570
C -0.12 -1.07 -0.04
C 0.43 0.26 0.36
C -0.19 1.50 -0.14
C 1.41 0.30 1.28
O -1.50 -1.14 0.07
O 0.42 -1.05 -1.47
N -1.28 1.66 -0.75
H -1.80 -2.01 -0.21
H -0.03 -0.38 -2.01
H 0.40 -1.90 0.44
H -1.79 0.80 -0.93
H 0.38 2.40 0.08
H 1.80 1.24 1.63
H 1.86 -0.59 1.68

[4]
21
Properties=species:S:1:pos:R:3 method="wB97M-V/def2-TZVPD" multiplicity=2 fmax_ev_per_a=2.98 e_lumo_ev="-8.14 / -8.15" s_squared=0.86 charge=+1 e_above_lowest_kcal_mol=244.3 homo_energy_ha="-0.5070 / -0.5100"
C 1.43 0.87 -0.06
N 1.33 1.48 1.21
C 0.60 0.73 2.19
O 1.50 -1.77 -1.49
C 0.26 0.09 -0.67
C -1.00 0.70 -0.68
C -2.20 -0.12 -0.73
C -2.61 -0.97 0.20
H 2.28 0.17 -0.05
H 1.68 1.59 -0.85
H -0.48 0.67 1.96
H 0.77 1.13 3.18
H 0.93 -0.31 2.16
H 2.34 -2.22 -1.70
H 0.31 -1.03 -0.08
H 0.23 -1.78 0.30
H 0.51 -0.22 -1.72
H -1.00 1.72 -0.26
H -2.78 -0.17 -1.65
H -2.30 -1.04 1.24
H -3.39 -1.66 -0.10

Here are the calculated total energy numbers, same order: -1956.20286 -9344.35042 -361.79300 -365.72060 (Ha).